Here is a single C4H2O3S molecule at a distorted geometry from OMol25. Energies are from the ωB97M-V functional and the def2-TZVPD basis.

As for the structure (SMILES): Oc1oc(O)c2c1S2. The calculation puts the largest force on an atom at 3.881 eV/A. The value obtained for the energy above the lowest of the compared OMol25 structures with the same formula, charge and spin is 240.30 kJ/mol. The calculation puts the total energy at -777.36467 Eh. As for the molar mass: 130.1 g mol⁻¹.

Cartesian coordinates (Å):
O -0.4936 2.3075 0.0508
C -1.1724 1.1218 0.0775
O -0.3227 0.0167 0.1446
C -1.1066 -1.1309 0.0525
O -0.4424 -2.3259 0.1261
C -2.4499 -0.7941 -0.1764
C -2.4186 0.6430 -0.0787
S -4.0344 -0.0362 -0.0103
H 0.3428 2.2904 0.5804
H 0.3978 -2.4438 -0.2763



Here is a single C4H2S molecule at a distorted geometry from OMol25. Energies are from the ωB97M-V functional and the def2-TZVPD basis.

The calculation puts the largest force on an atom at 3.569 eV/A. The value obtained for the energy above the lowest of the compared OMol25 structures with the same formula, charge and spin is 256.04 kJ/mol. The calculation puts the total energy at -551.58851 Eh. As for the molar mass: 82.1 g mol⁻¹.

Cartesian coordinates (Å):
C -1.0317 -0.8901 -0.0274
C -1.3238 -0.4657 1.1168
C 0.0132 0.3110 0.6219
C 0.6404 0.2056 -0.6135
S -0.0938 -1.0888 -1.4706
H 0.2454 1.0797 1.2830
H 1.5502 0.8482 -0.9103



Here is 16 unconnected molecules or ions with the total composition C4H30BO23 at a distorted geometry from OMol25. Energies are from the ωB97M-V functional and the def2-TZVPD basis.

The calculation puts the largest force on an atom at 7.162 eV/A. The value obtained for the energy above the lowest of the compared OMol25 structures with the same formula, charge and spin is 263.55 kJ/mol. The calculation puts the total energy at -1926.10158 Eh. As for the molar mass: 457.1 g mol⁻¹. As for the charge: -1.

Cartesian coordinates (Å):
O -30.8850 11.0450 1.7370
C -30.8300 10.1190 0.8960
O -31.8240 9.6420 0.3280
B -31.3800 8.3880 -0.3280
O -29.9880 8.2050 0.1220
C -29.6800 9.2750 0.7090
O -28.7040 9.4280 1.4050
O -31.5040 8.4130 -1.7780
C -32.1820 7.4460 -2.1370
O -32.2770 7.0430 -3.2560
C -32.4650 6.6080 -1.0180
O -32.1590 7.1990 0.0370
O -32.7550 5.4020 -1.0570
O -29.1360 7.6130 -2.6160
H -29.8180 8.2450 -2.3450
H -28.3260 7.7820 -2.1340
O -30.4090 7.3150 -5.5360
H -31.0940 7.0190 -4.9570
H -29.6380 7.2400 -4.9550
O -29.1290 10.3380 -1.8950
H -29.3190 10.1940 -2.8690
H -29.5460 11.1990 -1.6130
O -26.4090 10.4350 0.1280
H -25.6090 9.9670 -0.0470
H -27.1340 9.9550 0.5510
O -28.9530 12.7100 2.8800
H -29.7150 12.1670 2.7520
H -28.4950 12.6990 2.0140
O -25.4910 9.0100 2.4550
H -26.1300 9.5900 2.8590
H -24.7070 9.5750 2.1940
O -30.0550 12.5850 -0.7060
H -30.7780 12.5440 -0.1150
H -29.5550 13.3550 -0.3880
O -30.1830 7.3900 3.2330
H -29.2710 7.1150 3.3870
H -30.3380 6.8120 2.5220
O -31.7540 3.1110 0.2170
H -32.2400 3.5990 -0.4590
H -31.0000 3.0260 -0.3680
O -32.6720 3.6920 -3.0310
H -32.7240 4.4750 -2.4990
H -33.0970 3.8440 -3.8480
O -30.4620 5.4230 1.4080
H -31.1800 6.1050 1.2240
H -30.8330 4.5810 1.1200
O -29.7590 5.4900 -1.5350
H -29.2010 5.2020 -0.8290
H -29.3920 6.3190 -1.7360
O -27.6000 6.9580 3.1580
H -27.6360 7.9040 3.3790
H -27.5040 6.9060 2.1960
O -30.7770 9.8110 4.5800
H -30.6220 9.0760 4.0130
H -31.6200 10.1590 4.2540
O -27.5240 9.8370 3.7600
H -28.1380 9.9010 3.0380
H -27.9750 10.0990 4.5750



Here is 11 unconnected molecules or ions with the total composition C4H30N2O11 at a distorted geometry from OMol25. Energies are from the ωB97M-V functional and the def2-TZVPD basis.

As for the structure (SMILES): CC(C)NC(N)=O.O.O.O.O.O.O.O.O.O.O. The calculation puts the largest force on an atom at 3.510 eV/A. The value obtained for the energy above the lowest of the compared OMol25 structures with the same formula, charge and spin is 81.32 kJ/mol. The calculation puts the total energy at -1107.57301 Eh. As for the molar mass: 282.3 g mol⁻¹.

Cartesian coordinates (Å):
C -2.0197 -1.0019 0.4026
C -0.5107 -1.0589 0.4416
C 0.2367 -0.4326 1.5822
N -0.0773 -0.4992 -0.9810
C 0.6946 0.5654 -1.1845
N 1.2260 0.6802 -2.4688
O 1.0942 1.3077 -0.2833
H -2.4530 -1.8672 0.9379
H -2.2399 -0.0650 0.9241
H -2.4414 -1.2580 -0.5652
H -0.1464 -2.0895 0.4995
H 1.3380 -0.5302 1.5812
H -0.0227 -0.9871 2.5272
H 0.0748 0.5914 1.8962
H -0.4428 -1.1542 -1.6472
H 0.7098 0.1769 -3.1910
H 1.6347 1.5271 -2.8262
O -1.7412 1.4682 2.8438
H -1.9068 0.5206 2.7597
H -2.6012 1.8771 3.0239
O 1.8499 -3.0420 1.2985
H 2.5458 -3.3327 1.9040
H 2.4013 -2.4777 0.7053
O -1.5514 2.3968 0.1381
H -0.6390 2.2479 -0.1754
H -1.5328 1.8809 0.9661
O 3.9006 2.2163 0.8532
H 4.1315 2.4139 1.7632
H 2.9637 1.9881 0.8425
O -0.4213 -3.0137 2.7515
H -0.9888 -3.6326 2.2782
H 0.4571 -3.2368 2.3664
O -1.3820 4.7356 -0.8663
H -1.5939 4.2787 -0.0325
H -0.4598 4.5449 -1.0553
O -2.7647 2.3229 -2.2904
H -2.5275 2.2882 -1.3440
H -2.7912 3.2572 -2.5164
O -1.9537 -0.1359 -3.1522
H -2.7422 0.0165 -3.6758
H -1.8032 0.7061 -2.6869
O 3.3537 -1.2503 -0.0756
H 3.6998 -1.6312 -0.8979
H 3.5020 -0.2999 -0.1843
O 1.3431 -3.9706 -1.3192
H 1.1762 -3.0414 -1.5210
H 1.4211 -4.0001 -0.3466



Here is 11 unconnected molecules or ions with the total composition C4H30N2O12 at a distorted geometry from OMol25. Energies are from the ωB97M-V functional and the def2-TZVPD basis.

As for the structure (SMILES): [NH3+]/C=C(\[O-])NCCO.O.O.O.O.O.O.O.O.O.O. The calculation puts the largest force on an atom at 2.524 eV/A. The value obtained for the energy above the lowest of the compared OMol25 structures with the same formula, charge and spin is 360.55 kJ/mol. The calculation puts the total energy at -1182.75945 Eh. As for the molar mass: 298.3 g mol⁻¹.

Cartesian coordinates (Å):
N 1.9344 1.2537 -1.3749
C 1.3380 2.1632 -0.3921
C 0.7815 1.6678 0.7683
O 0.9935 0.5130 1.2830
N 0.0731 2.5467 1.6444
C -0.8760 3.5374 0.9867
C -1.8937 2.9490 0.0234
O -1.5944 3.1647 -1.3723
H 2.6511 0.6807 -0.9406
H 2.3230 1.7776 -2.1400
H 1.2889 0.6147 -1.8488
H 1.5170 3.2026 -0.5827
H -0.4707 1.9234 2.2258
H -1.3491 3.8952 1.9033
H -0.1720 4.2598 0.5900
H -2.8617 3.4473 0.0017
H -2.0056 1.8827 0.2051
H -0.6502 3.0088 -1.5589
O 1.6772 -3.2709 -0.9735
H 1.8362 -2.6692 -0.2148
H 0.7053 -3.4520 -0.8920
O -0.9693 1.1542 -2.9866
H -1.1020 0.6118 -2.1850
H -1.5584 1.9094 -2.7775
O -1.6766 -0.2818 1.9812
H -1.1815 -1.0936 1.9577
H -1.7543 -0.1420 1.0393
O -2.2306 -0.6866 -1.3479
H -3.1600 -0.8134 -1.4552
H -1.8948 -1.3953 -1.9189
O 0.1881 -1.4343 3.9248
H -0.1027 -0.5452 3.7630
H 0.8587 -1.3072 4.6094
O -0.7405 -3.0414 -2.9100
H -1.6825 -3.1560 -2.9747
H -0.3983 -3.8826 -2.6262
O 0.8139 -2.0878 1.1097
H 0.8276 -1.1026 1.1194
H 1.3289 -2.4187 1.8502
O 1.9986 0.6086 3.7872
H 1.4988 0.2684 3.0338
H 2.3541 1.4149 3.4180
O 2.0101 -1.0897 -2.7436
H 1.4005 -1.1810 -3.5011
H 1.8366 -1.9531 -2.2838
O -0.8389 -3.8224 -0.0769
H -0.3599 -3.0488 0.3354
H -0.7114 -4.5802 0.5169